(1)
DFT (ωB97M-V/def2-TZVPD) results for a 2-piece molecular cluster, C39H42FN4 overall in a non-equilibrium geometry.

Geometry as ORCA input:
```
! RIJCOSX wB97M-V def2-TZVPD def2/J DEFGRID3
* xyz 1 1
C -0.3117 7.3260 -1.7806
N 0.5295 6.4791 -0.9670
C 1.5130 7.2229 -0.1917
C 0.2083 5.1664 -0.7527
C 1.0645 4.2655 -0.0549
C 0.7092 2.9410 0.1561
C -0.5769 2.4215 -0.2535
C -0.9665 1.0690 -0.0514
C -2.3466 0.5889 -0.1510
C -2.8289 -0.3492 -1.1127
C -4.1669 -0.7021 -1.1815
C -5.1191 -0.1776 -0.2576
N -6.4572 -0.4779 -0.2688
C -7.3930 0.0958 0.7007
C -7.1216 -1.0760 -1.4084
C -4.6234 0.7040 0.7393
C -3.3132 1.0980 0.7556
C -1.4250 3.3481 -0.9456
C -1.0239 4.6422 -1.2274
H -0.5235 6.8635 -2.7492
H -1.2739 7.5740 -1.3080
H 0.2341 8.2582 -1.9513
H 2.3376 6.5622 0.1024
H 1.8911 8.0417 -0.8270
H 1.0639 7.6748 0.7208
H 2.0175 4.6477 0.3194
H 1.3973 2.2894 0.7176
H -0.1780 0.3323 0.1243
H -2.1163 -0.7305 -1.8553
H -4.5018 -1.4309 -1.9344
H -7.0107 -0.0274 1.7200
H -7.5550 1.1741 0.5187
H -8.3544 -0.4356 0.6055
H -6.4865 -1.8427 -1.8770
H -8.0583 -1.5395 -1.0538
H -7.4189 -0.3034 -2.1517
H -5.3082 1.0836 1.4921
H -2.9796 1.8216 1.4968
H -2.4099 2.9958 -1.2546
H -1.6948 5.3016 -1.7692
F 2.3175 -1.3361 -2.1218
C 2.4671 -2.0184 -0.8847
C 2.8219 -3.4945 -1.1835
C 3.2179 -3.9405 -2.4448
C 3.4740 -5.3003 -2.6429
C 3.2997 -6.2132 -1.6001
C 2.8903 -5.7668 -0.3435
C 2.7495 -4.3975 -0.1199
C 3.5265 -1.2862 -0.0808
C 4.6287 -1.9625 0.4506
C 5.5009 -1.3045 1.3202
C 5.3763 0.0738 1.5202
C 4.3456 0.7795 0.8667
C 3.4142 0.0929 0.0935
C 1.0548 -1.9404 -0.2274
C -0.0263 -2.6197 -1.0749
C -0.7452 -3.6300 -0.1764
C -0.3140 -3.3366 1.2468
N 0.9261 -2.5146 1.1475
C 1.0662 -1.5776 2.2023
C -0.0133 -0.7060 2.4450
C 0.2909 0.5806 2.9141
N 1.5605 0.9619 3.1177
C 2.5030 0.0129 3.2606
C 2.2985 -1.3111 2.8461
H 3.3440 -3.2388 -3.2674
H 3.8037 -5.6570 -3.6178
H 3.4749 -7.2804 -1.7512
H 2.6755 -6.4436 0.4864
H 2.5944 -3.9917 0.8798
H 4.7941 -3.0024 0.2138
H 6.2849 -1.8758 1.8231
H 6.0640 0.6043 2.1861
H 4.2701 1.8737 0.9681
H 2.5908 0.6434 -0.3771
H 0.8507 -0.8670 -0.1546
H -0.7340 -1.8438 -1.3999
H 0.3962 -3.0883 -1.9734
H -1.8386 -3.5565 -0.2779
H -0.4474 -4.6502 -0.4605
H -1.1003 -2.7773 1.7652
H -0.1060 -4.2431 1.8334
H -1.0328 -0.9446 2.1444
H -0.5071 1.3145 3.0604
H 3.4835 0.3408 3.6456
H 3.0861 -2.0575 2.9101
*
```

The calculation puts the strongest force on any atom at 1.56 eV Å⁻¹. The value obtained for the highest occupied orbital energy is -0.379 hartree. Its HOMO-LUMO gap is 5.7 eV. The value obtained for the total energy is -1829.9177 Eh.

The Mulliken scheme yields these atomic charges, measured in e: number 1, C, carries -1.050; number 2, N, carries 0.024; number 3, C, carries -0.947; number 4, C, carries 1.677; number 5, C, carries -1.119; number 6, C, carries -0.160; number 7, C, carries -0.068; number 8, C, carries 1.893; number 9, C, carries -0.403; number 10, C, carries -0.383; number 11, C, carries -0.866; number 12, C, carries 1.704; number 13, N, carries 0.005; number 14, C, carries -1.030; number 15, C, carries -0.967; number 16, C, carries -0.381; number 17, C, carries -0.683; number 18, C, carries -1.171; number 19, C, carries -0.498; number 20, H, carries 0.386; number 21, H, carries 0.371; number 22, H, carries 0.267; number 23, H, carries 0.342; number 24, H, carries 0.337; number 25, H, carries 0.327; number 26, H, carries 0.143; number 27, H, carries 0.243; number 28, H, carries -0.091; number 29, H, carries 0.279; number 30, H, carries 0.133; number 31, H, carries 0.339; number 32, H, carries 0.361; number 33, H, carries 0.278; number 34, H, carries 0.313; number 35, H, carries 0.324; number 36, H, carries 0.326; number 37, H, carries 0.348; number 38, H, carries 0.514; number 39, H, carries 0.419; number 40, H, carries 0.415; number 41, F, carries -0.531; number 42, C, carries 2.294; number 43, C, carries -0.547; number 44, C, carries -0.631; number 45, C, carries -0.740; number 46, C, carries -0.540; number 47, C, carries -1.135; number 48, C, carries 0.323; number 49, C, carries -0.451; number 50, C, carries -0.058; number 51, C, carries -0.939; number 52, C, carries -0.455; number 53, C, carries -0.848; number 54, C, carries -0.207; number 55, C, carries 1.293; number 56, C, carries 0.192; number 57, C, carries -0.653; number 58, C, carries -0.812; number 59, N, carries 0.520; number 60, C, carries 0.658; number 61, C, carries -0.541; number 62, C, carries -0.504; number 63, N, carries -0.520; number 64, C, carries -0.728; number 65, C, carries -0.279; number 66, H, carries 0.433; number 67, H, carries 0.420; number 68, H, carries 0.402; number 69, H, carries 0.422; number 70, H, carries 0.358; number 71, H, carries 0.461; number 72, H, carries 0.409; number 73, H, carries 0.448; number 74, H, carries 0.332; number 75, H, carries 0.753; number 76, H, carries -2.320; number 77, H, carries -0.814; number 78, H, carries 0.544; number 79, H, carries 0.393; number 80, H, carries 0.274; number 81, H, carries 0.371; number 82, H, carries 0.416; number 83, H, carries 0.183; number 84, H, carries 0.455; number 85, H, carries 0.449; number 86, H, carries 0.497

***

(2)
DFT (ωB97M-V/def2-TZVPD) results for one molecule with the formula C39H43BF6N2O4S in a non-equilibrium geometry.

Geometry as ORCA input:
```
! RIJCOSX wB97M-V def2-TZVPD def2/J DEFGRID3
* xyz 0 1
C -4.6886 4.3977 1.3128
C -3.7220 3.2852 1.2058
C -3.3316 2.6186 0.0435
C -2.3733 1.5809 0.2530
C -1.8041 1.6581 1.5034
B -1.2978 -0.6930 2.4128
C -0.5083 0.9717 1.8079
C 0.0649 1.9584 2.7051
C 1.0994 2.7698 2.3505
C 1.4941 3.8632 3.3046
F 2.0358 4.9412 2.6704
F 0.4226 4.3283 4.0300
F 2.4210 3.4062 4.2135
C 1.7831 2.6446 1.1356
C 1.3935 1.5975 0.2952
C 2.0373 1.5707 -1.0787
F 2.1586 0.3160 -1.6001
F 1.2803 2.3064 -1.9652
F 3.2854 2.1425 -1.0866
C 0.3875 0.7253 0.6615
O -2.3048 0.0046 3.1439
C -3.6172 -0.4866 3.1798
C -4.0758 -1.2492 1.9081
C -4.7266 -2.5286 2.3793
C -5.1045 -0.3788 1.2127
C -2.9466 -1.6449 0.8918
O -1.6202 -1.2790 1.1817
S -2.7927 2.6938 2.5329
H -5.1561 4.6284 0.3547
H -5.4985 4.2021 2.0204
H -4.1854 5.3108 1.6402
H -3.6785 2.8767 -0.9360
H -1.9848 0.8540 -0.4642
H -0.5526 2.3268 3.5241
H 2.5839 3.3253 0.8735
H 0.2978 -0.1884 0.0716
H -3.6624 -1.0846 4.0934
H -4.2030 0.4192 3.3431
H -5.1665 -3.0506 1.5230
H -3.9873 -3.1809 2.8636
H -5.5226 -2.3012 3.0993
H -5.5167 -0.9155 0.3503
H -5.9273 -0.1686 1.9087
H -4.6597 0.5668 0.8717
H -2.9324 -2.7355 0.7573
H -3.1775 -1.2347 -0.0986
C -5.1116 -7.6955 5.7362
C -4.3047 -6.3932 5.6278
N -3.3978 -6.3151 4.4992
C -2.7489 -5.1201 4.2427
C -1.9800 -4.9607 3.0576
C -1.3647 -3.7502 2.7818
C -1.4461 -2.6671 3.6623
C -0.4665 -1.4725 3.4375
C 0.0712 -1.0487 4.7871
C 0.5658 -2.1069 5.5804
C 1.1880 -1.8702 6.7767
C 1.4978 -0.5482 7.1565
N 2.2391 -0.3337 8.2942
C 2.4197 1.0319 8.7398
C 3.2032 1.1623 10.0502
O 3.0437 0.0350 10.9122
C 3.4639 -1.1727 10.2765
C 2.5748 -1.4980 9.0858
C 1.0260 0.5238 6.3543
C 0.2639 0.2536 5.2320
C -2.2438 -2.8085 4.8189
C -2.9170 -3.9945 5.0907
C -3.0703 -7.4606 3.6680
C -3.7800 -8.7397 4.0986
O -5.1101 -8.4626 4.5353
H -4.6935 -8.2970 6.5677
H -6.1731 -7.4715 5.9182
H -5.0360 -5.5647 5.5750
H -3.7490 -6.2781 6.5775
H -1.8149 -5.8029 2.3854
H -0.7737 -3.6466 1.8741
H 0.3883 -1.8981 2.8837
H 0.4185 -3.1436 5.2718
H 1.4534 -2.7252 7.4030
H 2.9670 1.5990 7.9679
H 1.4402 1.5298 8.8798
H 4.2726 1.3168 9.7934
H 2.8088 2.0087 10.6328
H 4.5099 -1.1165 9.9168
H 3.3468 -1.9456 11.0485
H 1.6584 -1.9940 9.4661
H 3.1156 -2.2271 8.4636
H 1.2774 1.5604 6.6062
H -0.2075 1.0742 4.6996
H -2.3381 -1.9760 5.5197
H -3.4974 -4.0799 6.0141
H -3.3525 -7.2524 2.6181
H -1.9826 -7.6460 3.6921
H -3.9149 -9.4006 3.2315
H -3.1772 -9.2277 4.8892
*
```

The calculation puts the strongest force on any atom at 3.82 eV Å⁻¹. The value obtained for the highest occupied orbital energy is -0.259 hartree. Its HOMO-LUMO gap is 5.3 eV. Its relative energy (zero: lowest compared OMol25 entry of this formula, charge and spin) is 0.0 kcal per mole. The value obtained for the total energy is -2944.5426 Eh.

The Mulliken scheme yields these atomic charges, measured in e: number 1, C, carries -1.399; number 2, C, carries 1.153; number 3, C, carries -1.589; number 4, C, carries -0.470; number 5, C, carries 0.652; number 6, B, carries -0.264; number 7, C, carries 2.380; number 8, C, carries -1.356; number 9, C, carries -0.290; number 10, C, carries 0.932; number 11, F, carries -0.291; number 12, F, carries -0.254; number 13, F, carries -0.262; number 14, C, carries -1.014; number 15, C, carries -0.643; number 16, C, carries 0.850; number 17, F, carries -0.263; number 18, F, carries -0.267; number 19, F, carries -0.281; number 20, C, carries -1.467; number 21, O, carries 0.121; number 22, C, carries -2.253; number 23, C, carries 3.843; number 24, C, carries -2.603; number 25, C, carries -1.692; number 26, C, carries -2.121; number 27, O, carries -0.181; number 28, S, carries -0.275; number 29, H, carries 0.391; number 30, H, carries 0.313; number 31, H, carries 0.300; number 32, H, carries 0.385; number 33, H, carries 0.524; number 34, H, carries 1.192; number 35, H, carries 0.579; number 36, H, carries 0.572; number 37, H, carries 0.228; number 38, H, carries 0.616; number 39, H, carries 0.464; number 40, H, carries 0.977; number 41, H, carries 0.343; number 42, H, carries 0.443; number 43, H, carries 0.408; number 44, H, carries 0.251; number 45, H, carries 0.491; number 46, H, carries 0.533; number 47, C, carries -0.660; number 48, C, carries -0.511; number 49, N, carries 0.161; number 50, C, carries 1.123; number 51, C, carries -1.009; number 52, C, carries -1.202; number 53, C, carries 0.292; number 54, C, carries 0.924; number 55, C, carries -0.825; number 56, C, carries -1.276; number 57, C, carries -0.861; number 58, C, carries 1.549; number 59, N, carries 0.141; number 60, C, carries -0.523; number 61, C, carries -0.698; number 62, O, carries -0.378; number 63, C, carries -0.774; number 64, C, carries -0.605; number 65, C, carries -0.635; number 66, C, carries -0.159; number 67, C, carries -0.571; number 68, C, carries -0.893; number 69, C, carries -0.595; number 70, C, carries -0.780; number 71, O, carries -0.405; number 72, H, carries 0.304; number 73, H, carries 0.302; number 74, H, carries 0.359; number 75, H, carries 0.321; number 76, H, carries 0.412; number 77, H, carries 0.496; number 78, H, carries 0.265; number 79, H, carries 0.424; number 80, H, carries 0.311; number 81, H, carries 0.288; number 82, H, carries 0.431; number 83, H, carries 0.305; number 84, H, carries 0.310; number 85, H, carries 0.341; number 86, H, carries 0.322; number 87, H, carries 0.410; number 88, H, carries 0.387; number 89, H, carries 0.322; number 90, H, carries 0.497; number 91, H, carries 0.779; number 92, H, carries 0.446; number 93, H, carries 0.348; number 94, H, carries 0.424; number 95, H, carries 0.340; number 96, H, carries 0.326

***

| no. | E_LUMO (hartree) |
| --- | --- |
| 1 | -0.1676 |
| 2 | -0.0653 |